70
Properties=species:S:1:pos:R:3:forces:R:3 method="wB97M-V/def2-TZVPD" max_force_ev_per_a=4.34 homo_lumo_gap_ev=3.963
C -1.51541 -0.41657 5.07710 -0.02 -0.01 -0.52
C -2.27692 -0.05692 3.92017 0.47 -0.35 0.27
C -2.20002 -1.13087 2.99514 0.26 -0.08 0.32
H -2.83716 0.86482 3.78694 0.12 -0.20 0.03
C -1.38107 -2.14925 3.56192 -0.16 0.32 0.40
C -0.95855 -1.70442 4.85282 -0.50 -0.01 -0.38
H -0.41348 -2.30575 5.57885 -0.07 0.16 -0.18
H -1.42135 0.17673 5.98484 -0.01 -0.12 -0.22
H -2.72017 -1.19646 2.04208 0.21 0.02 0.18
H -1.18215 -3.12163 3.12050 -0.01 0.25 0.06
Ca 0.28984 -0.17601 3.06730 -0.89 -0.44 -0.37
Si 1.10418 0.23137 -0.13866 -1.58 -0.57 -3.03
C -0.05506 1.69356 -0.09444 0.13 0.45 0.52
C 0.39912 2.93486 -0.56845 -0.31 0.05 -0.06
H 1.44228 3.05438 -0.87575 -0.36 -0.08 -0.04
C -0.47576 4.01165 -0.69468 0.26 0.20 0.13
H -0.10052 4.93929 -1.13396 -0.19 -0.22 0.18
C -1.79376 3.91636 -0.25066 0.00 -0.39 0.05
H -2.46522 4.77281 -0.32207 0.16 -0.26 -0.01
C -2.23804 2.70478 0.29577 -0.15 0.31 0.03
H -3.26256 2.61679 0.67716 0.40 0.05 -0.19
C -1.38274 1.60719 0.36891 0.05 0.12 -0.04
H -1.77306 0.67099 0.78501 0.16 0.27 -0.21
C 0.08813 -1.33931 -0.21204 0.05 -0.05 1.44
C -1.13428 -1.36711 -0.90563 -0.21 -0.62 -0.08
H -1.51087 -0.46590 -1.39827 0.24 -0.35 0.15
C -1.88343 -2.54108 -0.97943 0.04 0.49 -0.01
H -2.81758 -2.53470 -1.55384 0.35 -0.10 0.30
C -1.45224 -3.69577 -0.31807 0.15 -0.20 0.05
H -2.05592 -4.60771 -0.36366 0.29 0.32 0.02
C -0.24581 -3.67703 0.38215 0.09 -0.10 -0.07
H 0.12321 -4.57409 0.88388 -0.22 0.15 -0.14
C 0.52823 -2.51359 0.43693 -0.56 0.16 -0.24
H 1.48509 -2.52713 0.97995 -0.29 0.03 -0.21
H 1.57095 0.20223 1.29248 0.62 -0.23 0.64
Si 1.76766 0.10377 -2.73184 -1.97 -0.08 0.58
C 1.17002 -1.52630 -3.35113 -0.06 -0.63 -0.99
C 0.41529 -1.55668 -4.54411 0.06 -0.51 0.33
H 0.18809 -0.61986 -5.07272 0.04 -0.48 0.29
C -0.01352 -2.77917 -5.07220 0.13 0.08 0.17
H -0.57160 -2.78433 -6.00625 0.06 -0.10 0.14
C 0.28490 -3.97397 -4.41231 0.09 0.04 0.36
H -0.05756 -4.93358 -4.81293 0.08 0.38 0.14
C 1.04125 -3.94684 -3.22671 0.09 -0.16 -0.20
H 1.26791 -4.88013 -2.68822 -0.10 0.43 -0.39
C 1.53209 -2.73833 -2.73283 -0.58 0.02 -0.46
H 2.18364 -2.73947 -1.85822 -0.23 0.04 -0.12
C 0.80850 1.49013 -3.49491 0.18 0.48 -1.10
C -0.59698 1.54167 -3.46969 0.28 0.48 -0.23
H -1.16179 0.76631 -2.94372 0.21 0.33 -0.15
C -1.27362 2.56697 -4.13341 0.06 -0.15 0.00
H -2.36658 2.60088 -4.07660 0.38 0.07 -0.12
C -0.56287 3.52150 -4.87432 0.11 0.09 0.19
H -1.09914 4.32408 -5.39320 0.21 -0.36 0.16
C 0.83680 3.47034 -4.92133 -0.13 -0.01 0.20
H 1.40547 4.19646 -5.50716 -0.26 -0.14 0.15
C 1.52155 2.47610 -4.21840 -0.75 -0.25 -0.03
H 2.61144 2.40900 -4.28552 -0.33 0.06 0.07
H 3.10197 0.18767 -3.34217 0.27 0.18 -0.40
Cl 3.11931 0.45602 -0.86306 3.31 0.76 2.71
N 2.02238 -0.57576 4.92939 0.99 -0.38 0.43
N 2.23392 0.47727 5.89416 -0.76 -0.48 -0.15
C 1.69309 1.68998 5.56795 0.19 0.51 0.33
N 1.58745 2.53729 6.61417 0.30 -0.77 0.29
S 1.34385 2.16587 3.98707 0.15 0.34 0.69
H 2.90570 -0.67339 4.41869 -0.06 0.11 0.15
H 1.94086 -1.45506 5.45829 -0.25 0.52 -0.27
H 2.13047 0.17978 6.86943 0.10 0.09 -0.65
H 1.20833 3.45106 6.45733 0.02 0.16 -0.03
H 1.90382 2.27418 7.55618 -0.32 0.34 -0.85